# 1
40
Properties=species:S:1:pos:R:3:forces:R:3:mulliken_charge:R:1 method="wB97M-V/def2-TZVPD" homo_energy_ev=-4.9 lumo_ha=0.0955 spin_multiplicity=1 e_tot_ha=-1832.95738 charge=-1
H 3.402 2.029 1.205 0.01 -0.14 -0.12 0.40
H 2.908 -2.190 -2.524 -0.02 -0.04 -0.01 0.44
C 0.077 1.033 1.315 -0.02 -0.02 -0.15 0.23
O 1.213 3.758 -0.457 0.72 -0.11 -0.01 -0.73
O 0.253 -2.380 -0.246 -0.15 -0.24 0.15 -0.45
O 3.170 2.784 -1.063 0.09 0.18 -0.03 -0.76
H -2.379 -1.183 2.057 -0.03 -0.01 0.03 0.39
F -2.475 4.371 1.554 -0.15 -0.35 -0.20 -0.27
C -0.695 2.157 1.042 -0.01 -0.12 0.03 -0.28
C 1.581 1.008 1.103 -0.25 0.01 0.01 1.05
C -2.895 3.277 0.873 -0.28 0.48 -0.12 1.05
C -2.693 0.879 1.548 -0.03 -0.04 0.02 -0.77
H -0.244 -4.965 -2.531 0.03 0.03 0.03 0.34
H -1.839 -3.792 -0.998 0.02 0.00 -0.01 0.27
C -1.989 -3.754 -2.075 0.04 0.05 0.06 -0.95
C 2.351 2.316 1.105 0.16 0.11 0.12 -0.25
C -0.697 -4.016 -2.823 -0.15 -0.16 -0.03 -0.40
C 2.241 3.057 -0.287 -0.74 -0.10 -0.11 0.32
F -4.212 3.110 1.190 0.36 0.05 -0.05 -0.31
H -2.728 -4.508 -2.351 0.00 -0.01 -0.03 0.39
O 0.268 -2.962 -2.644 0.04 0.07 -0.01 -0.29
H 2.905 -1.595 -0.832 -0.04 -0.01 -0.03 0.32
H -2.380 -2.768 -2.324 -0.01 -0.01 -0.03 0.27
H -0.212 3.063 0.687 0.06 0.04 0.05 0.59
H -0.869 -4.041 -3.898 0.03 0.05 -0.01 0.27
H -3.769 0.829 1.638 0.00 0.02 -0.01 0.47
F 2.122 0.186 2.097 -0.01 0.12 -0.04 -0.39
F 1.822 0.312 -0.063 0.04 0.31 0.34 -0.21
C -2.077 2.065 1.176 0.07 -0.10 0.04 -0.27
S 1.077 -2.944 -1.268 0.19 0.33 -0.21 1.20
H 2.576 3.857 2.421 0.01 0.08 0.03 0.26
H 0.069 -1.040 1.846 0.00 0.02 0.04 0.48
N 1.902 3.132 2.232 -0.31 -0.09 -0.11 -0.46
C -0.536 -0.160 1.685 -0.04 -0.04 0.00 -0.75
C 2.305 -1.775 -1.721 0.06 -0.17 -0.18 -0.98
O 1.649 -4.245 -1.074 0.00 -0.10 0.08 -0.71
C -1.915 -0.242 1.794 0.08 0.10 0.01 -0.74
H 1.814 -0.852 -2.018 0.03 -0.03 0.02 0.30
H 1.768 2.578 3.068 0.20 -0.03 0.09 0.22
F -2.869 3.612 -0.439 0.01 -0.10 0.35 -0.26



# 2
9
Properties=species:S:1:pos:R:3:forces:R:3:mulliken_charge:R:1 method="wB97M-V/def2-TZVPD" smiles="S=C1COC=N1" homo_energy_ev=-9.0 lumo_ha=-0.0116 spin_multiplicity=1 e_tot_ha=-644.24655 charge=0 e_above_lowest_kcal_mol=25.3
N -0.649 1.332 -0.142 -0.87 -2.33 0.58 -0.44
S -2.409 -0.641 0.414 -2.72 -0.94 0.60 -0.34
C 0.285 -0.897 0.134 -1.19 -1.86 -1.11 -0.09
O 1.222 0.061 -0.239 1.82 0.71 -0.10 -0.32
H 1.272 2.201 -0.527 -1.35 -2.36 0.14 0.31
C -0.981 -0.104 0.167 1.32 2.27 -1.24 0.22
C 0.589 1.254 -0.346 2.35 1.98 -0.03 0.18
H 0.288 -1.833 -0.572 -0.16 2.05 0.82 0.24
H 0.382 -1.372 1.110 0.79 0.47 0.34 0.24



# 3
9
Properties=species:S:1:pos:R:3:forces:R:3:mulliken_charge:R:1 method="wB97M-V/def2-TZVPD" homo_energy_ev=-11.2 lumo_ha=0.0022 spin_multiplicity=1 e_tot_ha=-375.44684 charge=0 e_above_lowest_kcal_mol=40.6
H 2.767 0.349 0.137 -0.06 -0.09 0.02 0.40
H -2.291 0.691 0.724 -0.13 0.10 -0.10 0.30
C 1.740 0.015 0.128 0.21 -0.20 0.07 -0.08
C -0.308 0.040 0.004 0.16 0.11 0.01 0.69
N 0.679 0.872 -0.025 -0.16 -0.18 -0.02 -0.49
N 1.424 -1.239 0.262 0.37 0.36 0.01 -0.28
O 0.043 -1.226 0.186 -0.22 -0.09 -0.10 -0.09
C -1.764 0.335 -0.176 -0.17 -0.12 -0.26 -0.06
O -2.290 0.162 -1.240 -0.01 0.10 0.37 -0.39



# 4
101
Properties=species:S:1:pos:R:3:forces:R:3:mulliken_charge:R:1 method="wB97M-V/def2-TZVPD" homo_energy_ev="-5.9 / -6.6" lumo_ha="0.0223 / -0.0076" spin_multiplicity=6 e_tot_ha=-3509.95204 charge=0 e_above_lowest_kcal_mol=0.0
H 2.619 -5.746 2.155 0.00 -0.01 -0.01 0.50
H 3.040 1.106 1.396 -0.05 -0.01 0.00 0.45
N 2.129 2.779 0.452 -0.09 0.54 -0.03 0.35
S 0.215 -2.422 -1.139 0.07 0.01 -0.04 -0.31
H -3.596 0.177 -5.105 0.01 0.00 -0.01 0.54
H 3.320 -2.265 0.782 0.02 -0.01 0.02 0.35
H -1.720 2.119 5.044 0.01 0.01 0.00 0.39
H 1.484 -6.073 -0.033 0.01 -0.01 0.01 0.38
H -3.483 -4.181 -0.150 -0.01 -0.01 0.01 0.63
N -0.891 -2.788 1.334 -0.13 -0.01 0.06 0.06
C 2.862 2.166 1.346 0.05 -0.18 -0.09 -1.17
H -1.878 3.860 4.760 0.00 0.00 0.00 0.44
N 3.370 3.075 2.174 -0.10 -0.02 0.22 1.12
C -4.244 -0.948 -3.399 0.05 -0.01 0.03 1.46
C 0.043 1.957 -3.677 0.05 0.09 -0.02 0.69
H -0.003 3.926 3.319 0.01 0.00 0.01 0.62
H -5.873 -2.356 -3.790 0.00 0.00 0.01 0.51
H -3.256 2.795 4.489 0.00 0.01 0.00 0.42
C 3.241 -3.078 0.059 0.00 0.02 0.02 -1.29
H -4.542 -3.643 -2.599 -0.02 0.00 -0.01 0.54
H -2.453 -1.078 -4.597 -0.03 0.00 -0.01 0.42
C -5.008 -1.924 -4.293 -0.01 -0.01 0.01 -2.31
H 5.707 3.031 0.909 0.00 0.00 0.00 0.23
H 4.241 -3.460 -0.149 0.01 0.00 -0.01 0.43
H -3.038 -2.802 1.825 0.01 0.03 0.00 -0.27
S 0.249 0.104 1.734 0.08 -0.04 -0.18 -0.16
C -3.142 -0.310 -4.240 0.03 -0.05 -0.01 -1.40
C 0.210 -0.071 -5.490 -0.01 0.03 -0.01 -0.72
N 1.098 -3.666 1.158 0.14 -0.11 0.03 0.50
C 4.228 2.900 3.341 0.05 0.02 -0.11 -1.29
H 4.285 3.879 3.813 -0.03 0.03 -0.05 0.42
C -2.340 3.726 2.025 0.02 0.01 -0.02 -1.62
H 0.340 2.201 3.573 -0.01 0.01 0.01 0.46
C -0.182 2.917 2.942 0.01 -0.02 -0.01 -2.22
C -0.577 -3.359 2.546 0.08 -0.02 -0.01 -1.29
C 0.042 2.264 -5.035 -0.05 -0.01 0.04 -0.91
N -2.120 1.348 2.490 -0.01 0.10 0.17 0.62
H 0.283 -1.283 -3.715 -0.02 0.00 0.00 0.43
C 3.151 -4.887 1.745 0.00 -0.01 0.01 -2.24
H -5.670 0.640 -3.697 -0.01 -0.01 -0.01 0.49
C 2.380 -4.210 0.614 -0.05 0.06 0.00 1.27
C -3.609 -0.214 2.081 -0.01 0.08 -0.01 -1.49
C 2.058 -5.248 -0.459 -0.01 0.00 -0.02 -1.59
C 0.141 -2.966 0.487 -0.07 0.03 -0.15 -0.15
C -1.447 0.267 2.010 0.05 0.06 -0.11 -0.19
N 2.194 4.095 0.762 0.08 -0.01 0.06 -0.30
H 0.002 3.298 -5.353 -0.04 0.00 0.00 0.49
H 5.076 0.319 3.391 0.01 0.00 0.01 0.37
S -2.291 0.407 -1.104 0.01 -0.02 0.03 -0.13
H -2.159 3.450 0.985 0.03 0.02 0.00 0.21
H 6.225 2.557 3.885 -0.02 -0.04 0.02 0.35
C 6.241 3.204 1.846 0.04 0.04 0.04 -1.44
H 2.825 -2.666 -0.855 -0.01 -0.01 0.00 0.06
H 5.245 0.694 1.668 -0.02 -0.01 0.00 0.28
H 3.723 2.216 4.025 0.03 0.00 0.02 0.38
H -1.909 4.711 2.206 -0.02 0.01 0.02 0.47
H 6.217 4.275 2.056 0.00 0.00 0.00 0.37
H 0.297 -0.907 -6.169 -0.02 0.00 -0.01 0.49
H -4.703 0.811 -2.221 0.00 0.01 -0.01 0.28
H -5.370 -1.369 -5.158 -0.01 -0.01 0.00 0.46
C -3.463 -3.277 -0.731 -0.01 0.04 -0.06 -1.19
C -3.472 1.046 2.520 0.02 -0.05 -0.07 -0.26
C -2.173 2.874 4.400 -0.02 0.00 0.01 -1.76
H 4.094 -5.246 1.334 0.00 -0.01 0.01 0.47
O -0.166 2.587 -1.359 -0.09 0.07 0.10 -0.21
B -2.276 -2.124 1.172 0.09 0.12 -0.19 1.34
H -6.013 -0.383 -2.290 -0.01 0.00 -0.01 0.39
H 7.280 2.912 1.689 0.00 -0.01 0.00 0.45
N 0.102 0.708 -3.240 0.17 -0.08 0.02 1.03
C -3.988 -3.008 -1.937 0.10 -0.02 0.02 -0.55
C -1.688 2.701 2.959 0.00 -0.02 -0.09 1.73
C -2.938 -1.170 -1.209 0.03 0.13 0.07 -0.24
N -2.828 -2.142 -0.274 -0.01 -0.09 0.13 0.45
Ru 0.629 0.259 -0.885 -0.51 -0.38 -0.07 1.58
H 1.484 -4.798 -1.267 0.01 0.00 -0.01 0.25
H 0.428 3.029 -0.734 0.18 -0.11 -0.04 0.07
N 2.931 4.284 1.793 0.03 0.01 -0.08 -0.60
H 6.673 0.522 2.671 0.01 0.01 -0.03 0.44
C 5.628 2.391 2.983 0.00 0.00 -0.01 0.78
C 0.200 -0.284 -4.127 -0.06 -0.01 0.02 -0.98
H 3.382 -4.188 2.551 0.02 0.01 -0.01 0.45
H 2.987 -5.644 -0.870 0.00 -0.01 0.01 0.47
H -4.364 -2.727 -4.655 0.01 0.01 -0.02 0.46
C 0.118 1.236 -5.953 0.01 -0.03 -0.01 -0.50
H -2.578 0.424 -3.671 -0.02 -0.01 0.00 0.06
N -2.359 -0.693 1.769 0.03 -0.17 0.18 -0.19
H 1.224 -4.432 3.180 0.00 -0.01 0.00 0.53
H -0.691 3.817 -2.927 0.01 0.01 0.00 0.34
Te 3.057 0.233 -1.764 0.15 0.04 0.23 -0.50
N -3.663 -1.694 -2.244 -0.14 0.01 -0.10 0.45
H 0.115 1.446 -7.015 0.03 0.00 0.00 0.41
H -4.214 1.755 2.833 0.00 0.00 0.03 0.55
H -4.491 -0.813 1.939 0.00 -0.02 0.02 0.61
C 0.646 -3.908 2.446 -0.04 0.10 -0.01 -0.39
C 5.649 0.897 2.662 0.00 0.01 -0.01 -1.46
H 1.052 3.557 -2.723 0.01 -0.01 0.02 0.44
H 0.221 2.844 1.939 -0.03 0.01 0.00 0.34
H -3.417 3.796 2.181 -0.01 -0.03 -0.02 0.42
C 0.070 3.076 -2.663 0.00 -0.06 0.00 -1.06
H -1.253 -3.314 3.381 -0.03 -0.02 0.00 0.62
C -5.219 0.099 -2.863 0.02 0.04 0.03 -1.69